Arrangement A

C47H74N6PbSSi2 as an isolated structure. Source: the Open Molecules 2025 dataset; level of theory: ωB97M-V/def2-TZVPD.

```
131
C47H74N6PbSSi2 | the Open Molecules 2025 dataset | ωB97M-V/def2-TZVPD
Pb 0.012 -0.652 -0.039
C 3.738 0.094 0.405
C 3.871 -1.267 -0.025
C 3.827 -2.086 1.170
C 3.590 -1.213 2.233
C 3.568 0.119 1.784
C 3.597 1.305 2.720
C 3.999 2.588 2.002
C 2.205 1.506 3.345
C 4.617 0.968 3.818
C 3.995 -3.583 1.400
C 4.086 -3.866 2.928
C 5.312 -4.059 0.785
C 2.684 -4.226 0.915
C 4.249 -1.488 -1.492
C 3.744 -2.817 -2.107
C 5.775 -1.325 -1.625
C 3.605 -0.423 -2.375
H 3.704 0.955 -0.227
H 3.440 -1.548 3.251
H 3.207 2.943 1.294
H 4.881 2.375 1.358
H 4.163 3.388 2.778
H 1.489 1.859 2.589
H 2.251 2.205 4.193
H 1.884 0.503 3.703
H 5.561 0.626 3.393
H 4.220 0.196 4.493
H 4.809 1.824 4.489
H 4.903 -3.319 3.447
H 4.204 -4.946 3.081
H 3.139 -3.628 3.476
H 6.152 -3.499 1.226
H 5.311 -3.937 -0.298
H 5.491 -5.139 1.018
H 1.816 -3.700 1.269
H 2.507 -5.264 1.292
H 2.647 -4.259 -0.194
H 4.128 -3.732 -1.602
H 4.085 -2.880 -3.164
H 2.620 -2.862 -2.053
H 6.279 -2.124 -1.072
H 6.164 -0.363 -1.276
H 6.094 -1.473 -2.654
H 2.537 -0.370 -2.178
H 3.733 -0.689 -3.423
H 4.062 0.585 -2.197
C -4.370 -2.205 -5.749
Si -2.645 -1.793 -5.130
C -1.724 -0.528 -6.200
C -1.514 -3.286 -4.983
C -2.867 -0.986 -3.383
C -3.918 -0.088 -3.188
C -4.029 0.751 -2.078
C -3.019 0.688 -1.169
N -1.994 -0.190 -1.304
C -1.902 -1.089 -2.325
S -0.500 -2.199 -2.249
H -4.288 -2.773 -6.687
H -5.042 -1.366 -5.839
H -4.839 -2.892 -5.045
H -1.603 -0.839 -7.251
H -0.726 -0.321 -5.816
H -2.290 0.404 -6.184
H -1.512 -3.840 -5.912
H -1.867 -4.002 -4.226
H -0.508 -2.978 -4.714
H -4.729 -0.055 -3.940
H -4.803 1.484 -1.973
H -3.020 1.295 -0.261
C -3.381 2.041 5.319
Si -3.246 1.414 3.535
C -4.502 0.057 3.035
C -3.516 3.025 2.554
C -2.691 4.170 2.898
C -2.869 5.378 2.272
C -3.817 5.575 1.250
C -4.482 4.465 0.815
C -4.370 3.222 1.459
H -4.109 2.875 5.463
H -2.399 2.400 5.647
H -3.656 1.226 5.996
H -5.560 0.434 3.139
H -4.361 -0.784 3.746
H -4.264 -0.375 2.031
H -1.914 4.140 3.663
H -2.255 6.186 2.615
H -3.978 6.545 0.851
H -5.140 4.492 -0.052
H -4.945 2.396 1.081
C -0.071 5.425 -4.235
C 0.919 5.970 -3.153
C 2.418 5.726 -3.477
C 0.513 5.749 -1.684
N 0.633 4.311 -1.197
C 0.253 3.081 -1.656
N 0.340 2.193 -0.634
N 0.646 2.916 0.469
N 0.809 4.200 0.153
H 0.123 5.877 -5.237
H -1.088 5.698 -3.963
H -0.009 4.340 -4.290
H 0.770 7.100 -3.291
H 2.559 4.627 -3.676
H 3.039 5.978 -2.565
H 2.742 6.278 -4.376
H -0.489 6.109 -1.474
H 1.216 6.316 -1.037
H -0.064 2.789 -2.661
C -4.318 -2.976 0.284
N -3.551 -3.997 0.971
C -4.138 -5.286 1.140
C -2.108 -3.819 0.953
C -1.626 -2.956 2.079
C -1.935 -3.394 3.390
C -1.685 -2.583 4.494
C -1.150 -1.333 4.308
C -0.834 -0.910 2.990
C -0.966 -1.752 1.879
H -4.052 -2.832 -0.793
H -4.186 -1.998 0.793
H -5.384 -3.272 0.310
H -5.238 -5.202 0.989
H -3.941 -5.640 2.177
H -3.678 -6.078 0.502
H -1.758 -3.342 0.015
H -1.662 -4.800 1.050
H -2.394 -4.358 3.475
H -1.940 -2.996 5.459
H -0.980 -0.639 5.111
H -0.527 0.098 2.847
```

Computed properties:
- orbital gap (spin up / spin down) (Eh) = 0.205 / 0.252

=====

Arrangement B

C47H74N6PbSSi2 as an isolated structure. Source: the Open Molecules 2025 dataset; level of theory: ωB97M-V/def2-TZVPD.

```
131
C47H74N6PbSSi2 | the Open Molecules 2025 dataset | ωB97M-V/def2-TZVPD
Pb -0.904 0.426 -1.142
C 2.903 -3.466 -1.944
C 3.366 -2.748 -3.101
C 4.621 -2.130 -2.713
C 4.928 -2.633 -1.406
C 3.839 -3.379 -0.917
C 3.682 -3.838 0.499
C 3.786 -2.632 1.442
C 4.769 -4.888 0.809
C 2.211 -4.413 0.601
C 5.476 -1.034 -3.334
C 6.103 -1.522 -4.624
C 6.577 -0.621 -2.369
C 4.573 0.199 -3.508
C 2.622 -2.978 -4.418
C 2.411 -4.525 -4.534
C 1.259 -2.314 -4.281
C 3.285 -2.541 -5.741
H 1.947 -3.930 -1.829
H 5.841 -2.305 -0.840
H 4.757 -2.132 1.370
H 3.569 -3.007 2.452
H 3.008 -1.921 1.252
H 5.774 -4.521 0.800
H 4.725 -5.707 0.099
H 4.553 -5.337 1.840
H 1.429 -3.627 0.531
H 2.097 -4.951 1.597
H 2.027 -5.227 -0.119
H 6.015 -2.620 -4.810
H 7.209 -1.394 -4.644
H 5.806 -1.044 -5.562
H 7.231 -1.459 -2.043
H 6.159 -0.293 -1.412
H 7.237 0.112 -2.764
H 3.850 0.089 -4.384
H 5.187 1.114 -3.676
H 4.003 0.369 -2.617
H 1.990 -4.965 -3.629
H 3.432 -4.965 -4.666
H 1.860 -4.790 -5.468
H 0.632 -2.671 -5.132
H 1.363 -1.172 -4.358
H 0.833 -2.632 -3.344
H 4.170 -3.201 -6.006
H 3.653 -1.545 -5.800
H 2.559 -2.744 -6.584
C -4.721 1.218 -1.628
Si -5.151 2.091 0.020
C -6.951 1.794 0.439
C -4.675 3.897 -0.271
C -4.273 1.546 1.625
C -5.049 0.808 2.500
C -4.643 0.715 3.851
C -3.450 1.226 4.267
N -2.559 1.799 3.368
C -2.935 1.869 2.018
S -1.748 2.217 0.865
H -5.314 1.616 -2.430
H -4.845 0.139 -1.571
H -3.695 1.472 -1.764
H -7.548 2.259 -0.338
H -7.300 2.207 1.385
H -7.101 0.689 0.411
H -5.054 4.546 0.538
H -5.276 4.172 -1.155
H -3.605 4.087 -0.404
H -6.048 0.477 2.215
H -5.344 0.249 4.563
H -3.169 1.240 5.382
C 0.162 0.924 3.628
Si -0.967 2.378 4.104
C -0.495 4.086 3.511
C -1.179 2.767 5.967
C -0.343 2.283 7.020
C -0.519 2.673 8.342
C -1.584 3.549 8.701
C -2.261 4.201 7.688
C -2.099 3.756 6.328
H -0.009 0.811 2.540
H -0.127 0.042 4.087
H 1.206 1.110 3.832
H 0.543 4.264 3.862
H -1.080 4.937 3.808
H -0.376 4.227 2.429
H 0.297 1.427 6.771
H 0.085 2.157 9.067
H -1.851 3.657 9.753
H -3.031 4.992 7.948
H -2.807 4.153 5.641
C -3.792 -3.356 3.190
C -2.442 -3.738 3.852
C -1.882 -2.573 4.703
C -1.333 -4.086 2.875
N -1.036 -3.026 1.910
C -1.762 -2.577 0.877
N -1.080 -1.631 0.260
N 0.011 -1.398 1.013
N 0.078 -2.251 2.037
H -4.577 -3.574 3.954
H -3.938 -3.850 2.187
H -3.747 -2.265 2.968
H -2.579 -4.671 4.406
H -1.573 -1.843 3.993
H -0.974 -2.840 5.254
H -2.593 -2.102 5.352
H -1.699 -4.991 2.296
H -0.415 -4.408 3.402
H -2.749 -2.943 0.554
C -1.343 5.334 -2.548
N -0.041 4.914 -2.998
C 0.962 5.915 -3.103
C 0.279 3.506 -2.815
C -0.495 2.668 -3.783
C -0.271 2.803 -5.162
C -1.022 2.000 -6.062
C -1.978 1.104 -5.539
C -2.169 1.017 -4.173
C -1.363 1.690 -3.284
H -1.326 5.582 -1.442
H -2.118 4.566 -2.790
H -1.556 6.289 -3.076
H 0.550 6.770 -3.685
H 1.847 5.455 -3.545
H 1.208 6.357 -2.095
H 0.012 3.232 -1.756
H 1.375 3.309 -2.908
H 0.385 3.569 -5.620
H -0.944 2.052 -7.152
H -2.576 0.488 -6.203
H -2.872 0.291 -3.830
```

Computed properties:
- orbital gap (Eh) = 0.099

=====

The winner here is arrangement A, beating the second structure by 2.105 eV.

=====

Arrangement A

A 2-piece molecular cluster, C6H10IO3 overall. Source: the Open Molecules 2025 dataset; level of theory: ωB97M-V/def2-TZVPD.

```
20
C6H10IO3 | the Open Molecules 2025 dataset | ωB97M-V/def2-TZVPD
C -1.628 -1.322 -0.075
C 1.020 1.764 -1.714
C -0.577 -0.918 2.184
C 1.377 1.050 -0.400
C 1.682 -0.337 -0.389
C -1.137 -0.448 0.868
O -2.578 -0.726 -1.059
O -1.245 -2.495 -0.276
O 2.598 -0.789 0.278
I -2.511 1.232 1.080
H 0.140 1.311 -2.043
H 0.974 2.780 -1.445
H 1.895 1.629 -2.291
H -0.266 -0.053 2.722
H -1.130 -1.547 2.921
H 0.338 -1.414 1.809
H 2.223 1.605 0.047
H 0.529 1.116 0.236
H 0.897 -1.036 -0.687
H -2.601 -1.401 -1.764
```

Computed properties:
- total charge = -1
- orbital gap (Eh) = 0.236

=====

Arrangement B

A 2-piece molecular cluster, C6H10IO3 overall. Source: the Open Molecules 2025 dataset; level of theory: ωB97M-V/def2-TZVPD.

```
20
C6H10IO3 | the Open Molecules 2025 dataset | ωB97M-V/def2-TZVPD
C -0.283 -0.776 1.129
C 0.522 1.056 -2.307
C 1.850 -0.609 2.489
C -0.864 0.500 -2.031
C -1.513 1.129 -0.806
C 0.617 -1.293 2.013
O -1.387 -1.542 0.823
O -0.167 0.371 0.555
O -2.631 0.787 -0.429
I 0.240 -3.227 2.815
H 1.151 0.869 -1.441
H 0.966 0.584 -3.184
H 0.473 2.131 -2.477
H 2.766 -1.103 2.142
H 1.837 0.408 2.096
H 1.893 -0.561 3.583
H -1.537 0.699 -2.876
H -0.821 -0.582 -1.896
H -1.112 2.121 -0.544
H -2.000 -0.961 0.345
```

Computed properties:
- total charge = -1
- orbital gap (Eh) = 0.228

=====

The winner here is arrangement B, beating the second structure by 1.005 eV.